Density functional theory data (ωB97M-V with the def2-TZVPD basis set) for 2 unconnected molecules or ions with the total composition C3H2O3.

Each atom is followed by the atoms it is bonded to, with distances in Å.
CARTESIAN COORDINATES (ANGSTROEM)
1 C -0.95392 0.67238 0.86773  O4 1.181, H7 1.113
2 C 0.31222 -0.79772 -0.14376  C3 1.451, O5 1.377, O6 1.378, H8 1.128
3 C -0.84196 -0.37672 -0.91586  C2 1.451, O5 1.459, O6 1.465
4 O -1.85735 0.52901 1.61484  C1 1.181
5 O 0.52980 -0.01855 -1.25863  C2 1.377, C3 1.459
6 O -0.46691 -1.77846 -0.71737  C2 1.378, C3 1.465
7 H -0.28629 1.51612 0.58242  C1 1.113
8 H 0.52340 -0.74994 0.96373  C2 1.128

The HOMO energy comes out at -9.78 eV. The total energy is -9278.6276 eV. For the LUMO energy, the calculation gives -0.092 eV. For the energy relative to the best compared isomer or geometry (same formula, charge and spin), the calculation gives 159.1 kcal per mole. As for the total charge: 0. The value obtained for the gap between HOMO and LUMO is 9.7 eV.

Mulliken population analysis, charges in e, atoms 1 to 2: 0.155 0.469

Density functional theory data (ωB97M-V with the def2-TZVPD basis set) for 3 unconnected molecules or ions with the total composition CH7O2S.

Each atom is followed by the atoms it is bonded to, with distances in Å.
CARTESIAN COORDINATES (ANGSTROEM)
1 C -0.30315 1.49064 0.05328  S2 1.876, H3 1.097, H4 1.101, H5 1.149
2 S 1.28548 0.59045 -0.37819  C1 1.876
3 H -0.59761 1.93204 -0.90703  C1 1.097
4 H -1.27740 0.98169 0.12276  C1 1.101
5 H -0.14036 2.03326 1.05311  C1 1.149
6 H 0.33453 -1.06022 1.15719  O8 1.031
7 H 1.01259 -1.06710 2.45972  O8 0.972
8 O 0.40240 -1.66120 1.99157  H6 1.031, H7 0.972
9 H 0.11580 -1.03355 -1.16490  O11 0.945
10 H -0.23793 -0.95530 -2.63818  O11 1.002
11 O -0.59436 -1.25070 -1.74933  H9 0.945, H10 1.002

The HOMO energy comes out at -3.02 eV. The total energy is -16081.3229 eV. For the LUMO energy, the calculation gives 4.147 eV. For the energy relative to the best compared isomer or geometry (same formula, charge and spin), the calculation gives 21.7 kcal per mole. As for the total charge: -1. The value obtained for the gap between HOMO and LUMO is 7.2 eV.

Mulliken population analysis, charges in e, atoms 1 to 2: -0.825 -0.758